DFT (ωB97M-V with the def2-TZVPD basis set) results for a molecular structure, C22H23F10InN6O3.

ORCA input file:
```
! wB97M-V def2-TZVPD RIJCOSX def2/J DEFGRID3
* xyz 0 1
In 0.60 -0.55 -0.63
C 2.96 -0.45 -2.93
N 2.27 0.47 -2.03
C 1.52 1.49 -2.80
C 0.14 0.95 -3.14
N -0.57 0.64 -1.92
C -1.87 0.99 -1.73
C -2.74 0.12 -1.06
F -2.28 -1.11 -0.70
C -4.05 0.42 -0.77
F -4.82 -0.48 -0.13
C -4.59 1.63 -1.17
F -5.87 1.93 -0.90
C -3.78 2.51 -1.85
F -4.27 3.70 -2.24
C -2.46 2.21 -2.11
F -1.70 3.15 -2.71
C 3.21 1.02 -1.05
C 2.53 1.81 0.06
N 1.38 1.08 0.60
C 0.70 1.66 1.62
C -0.53 1.10 2.01
F -0.99 0.03 1.30
C -1.33 1.55 3.04
F -2.48 0.92 3.31
C -0.94 2.65 3.77
F -1.68 3.10 4.79
C 0.25 3.26 3.43
F 0.67 4.33 4.12
C 1.04 2.79 2.39
F 2.18 3.48 2.17
H 3.72 0.09 -3.52
H 2.25 -0.90 -3.62
H 3.44 -1.23 -2.36
H 2.08 1.76 -3.70
H 1.41 2.38 -2.19
H 0.24 0.04 -3.74
H -0.40 1.67 -3.76
H 3.97 1.65 -1.54
H 3.73 0.16 -0.61
H 2.23 2.80 -0.32
H 3.29 2.01 0.82
C -1.64 -2.24 3.91
O -0.32 -1.71 4.08
C 0.47 -1.76 2.99
O 0.13 -2.22 1.92
N 1.67 -1.19 3.27
N 2.59 -1.00 2.24
H -2.00 -2.44 4.91
H -1.61 -3.15 3.31
H -2.27 -1.50 3.42
H 1.72 -0.63 4.11
H 3.52 -1.20 2.57
H 2.52 -0.06 1.85
N -1.86 -4.04 -2.39
C -0.79 -3.23 -2.17
O -0.49 -2.34 -2.95
C 0.03 -3.54 -0.93
C 1.19 -2.58 -0.81
H -2.49 -3.80 -3.14
H -2.17 -4.67 -1.68
H 0.37 -4.58 -1.03
H -0.61 -3.50 -0.05
H 1.79 -2.64 -1.71
H 1.80 -2.80 0.06
*
```

Calculated values
DFT total energy   -2595.1392 hartree
Lowest unoccupied orbital energy   0.19 eV
HOMO level   -7.5 eV
Max |F|   0.46 eV/Å
HOMO-LUMO gap   7.7 eV
Energy relative to the best compared isomer or geometry (same formula, charge and spin)   4.1 kcal/mol